Record 1
# C5H11N

A single C5H11N molecule in a non-equilibrium geometry (the ωB97M-V functional and the def2-TZVPD basis, the Open Molecules 2025 dataset).

Structure (XYZ):
```
17
Properties=species:S:1:pos:R:3:forces:R:3
C 0.686 1.456 -1.040 -0.3 -0.3 0.4
C -0.069 0.248 -0.481 1.2 0.8 0.3
C -1.171 -0.224 -1.374 -0.4 -0.5 -0.9
C 0.271 -0.226 0.735 -1.0 -0.5 -0.7
C -0.619 -1.205 1.440 0.0 -0.4 -0.1
N 1.402 0.185 1.462 0.4 0.2 -0.4
H 1.396 1.849 -0.321 0.1 0.1 0.1
H 1.232 1.263 -1.965 -0.2 -0.1 -0.1
H -0.039 2.260 -1.208 0.1 -0.1 -0.2
H -0.938 0.041 -2.413 0.1 0.3 0.2
H -1.308 -1.307 -1.493 0.1 0.0 0.7
H -2.154 0.209 -1.177 0.0 0.1 0.2
H -1.410 -1.532 0.767 0.0 0.0 0.1
H -1.085 -0.752 2.316 0.0 0.1 0.0
H -0.087 -2.099 1.786 0.1 0.1 0.0
H 2.182 0.336 0.834 0.0 0.3 0.1
H 1.712 -0.500 2.132 -0.2 -0.2 0.2
```
Forces are in eV/Å.

The value obtained for the energy relative to the best compared isomer or geometry (same formula, charge and spin) is 44.57 kJ/mol. Its orbital gap is 0.3224 Ha. As for the spin multiplicity: 1. The calculation puts the largest force on an atom at 1.51 eV/A. Its structure (SMILES) is CC(C)=C(C)N.


Record 2
# C5H4FN

2 unconnected molecules or ions with the total composition C5H4FN in a non-equilibrium geometry (the ωB97M-V functional and the def2-TZVPD basis, the Open Molecules 2025 dataset).

Structure (XYZ):
```
11
Properties=species:S:1:pos:R:3:forces:R:3
C -0.667 1.576 -0.564 -1.3 2.3 -1.4
C -0.744 0.317 -0.176 0.9 2.0 0.6
C -1.855 -0.509 -0.040 -1.5 0.0 -0.3
N -2.858 -1.063 0.041 0.0 -0.5 0.1
H 0.318 2.082 -0.588 -0.7 -0.4 0.4
H -1.532 2.241 -0.898 1.2 -1.3 0.2
H 0.135 0.109 0.374 0.1 -0.3 -0.7
C 1.205 -1.305 0.731 1.0 -0.7 0.0
C 2.251 -1.223 0.155 2.0 0.5 0.6
F 3.521 -1.024 -0.156 -2.0 -0.5 0.0
H 0.227 -1.199 1.121 0.3 -1.2 0.5
```
Forces are in eV/Å.

The value obtained for the energy relative to the best compared isomer or geometry (same formula, charge and spin) is 515.33 kJ/mol. Its orbital gap is 0.3891 Ha. As for the spin multiplicity: 1. The calculation puts the largest force on an atom at 2.99 eV/A. Its structure (SMILES) is C=CC#N.C#CF.


Record 3
# C66H154N22O22

22 unconnected molecules or ions with the total composition C66H154N22O22 in a non-equilibrium geometry (the ωB97M-V functional and the def2-TZVPD basis, the Open Molecules 2025 dataset).

Structure (XYZ):
```
264
Properties=species:S:1:pos:R:3:forces:R:3
C 4.916 -0.715 6.977 -0.3 -1.4 0.2
C 4.623 -1.548 5.736 -1.3 4.6 -0.8
O 4.842 -2.703 5.603 0.8 -2.7 -0.1
N 4.120 -0.730 4.697 0.3 -1.1 0.5
C 3.823 -1.397 3.441 -1.5 1.1 -1.1
H 4.504 -1.286 7.828 0.6 0.4 -0.1
H 4.495 0.267 6.969 -0.6 0.5 -0.2
H 5.989 -0.580 6.992 0.3 -0.3 0.5
H 3.382 -0.096 5.025 0.5 -0.2 0.0
H 3.342 -2.350 3.538 -0.1 -0.8 0.4
H 4.660 -1.520 2.754 0.2 0.1 0.3
H 3.043 -0.822 2.868 0.8 -0.2 0.6
C -0.841 -3.099 2.759 -1.2 -0.8 0.0
C -0.732 -4.287 1.789 -0.5 1.8 0.6
O -1.218 -4.134 0.666 0.2 -0.9 -0.4
N -0.170 -5.398 2.249 0.5 -1.1 1.1
C -0.053 -6.669 1.517 3.0 1.0 1.8
H -0.275 -3.268 3.646 0.4 -0.1 0.8
H -1.924 -3.009 3.044 1.0 -0.2 -0.2
H -0.532 -2.155 2.337 0.2 0.0 -0.5
H 0.161 -5.442 3.236 -0.3 0.3 -1.0
H 0.351 -6.501 0.552 0.3 0.3 -1.1
H -0.918 -7.221 1.446 -2.3 -1.1 0.0
H 0.720 -7.279 2.078 -1.0 0.6 -0.6
C -5.862 0.093 -5.454 3.0 -1.1 1.5
C -6.000 -1.413 -5.094 -1.6 2.3 0.3
O -7.052 -1.698 -4.562 -0.9 -0.7 0.5
N -5.036 -2.300 -5.300 0.6 -1.1 0.2
C -5.180 -3.699 -4.883 -0.7 0.2 1.1
H -6.751 0.497 -5.810 -1.7 0.4 -0.4
H -5.080 0.281 -6.173 0.4 0.0 -0.4
H -5.525 0.639 -4.524 -0.5 -0.6 -0.8
H -4.173 -1.950 -5.635 0.9 0.0 -0.3
H -4.943 -4.376 -5.677 0.1 -0.3 -0.6
H -6.216 -3.842 -4.543 0.2 0.2 -0.6
H -4.602 -4.026 -4.004 0.3 0.8 -0.4
C 3.297 -4.390 1.083 -0.9 0.5 0.0
C 2.552 -3.183 0.450 1.1 -0.2 0.5
O 1.923 -2.323 1.061 0.0 -0.5 0.2
N 2.741 -3.103 -0.871 0.8 -0.3 -0.9
C 3.554 -4.038 -1.690 -0.2 1.7 0.1
H 4.358 -4.195 1.216 0.1 0.5 0.1
H 3.279 -5.222 0.387 -0.3 -0.3 0.2
H 2.832 -4.662 2.033 0.0 0.1 -0.2
H 2.363 -2.285 -1.343 0.0 -0.2 0.2
H 3.206 -5.033 -1.507 0.1 -0.7 -0.2
H 4.659 -3.933 -1.630 -0.7 0.0 0.6
H 3.300 -3.715 -2.682 -0.1 -0.4 -0.8
C -3.223 6.273 -1.494 -0.3 1.1 1.2
C -3.438 6.817 -2.865 -1.0 -0.2 -0.6
O -4.561 7.127 -3.279 1.3 -0.4 0.3
N -2.299 6.889 -3.614 -2.5 0.5 -2.0
C -2.413 7.410 -5.021 0.7 -0.4 1.2
H -3.882 5.471 -1.182 -0.2 -0.3 -0.5
H -3.486 7.098 -0.810 0.1 -0.2 -0.1
H -2.200 6.007 -1.292 0.5 -0.2 0.1
H -1.438 6.885 -3.144 1.2 -0.2 0.4
H -3.450 7.596 -5.291 0.1 0.3 0.5
H -2.071 6.669 -5.734 0.4 -0.2 0.0
H -1.777 8.292 -5.060 -0.2 0.2 -0.5
C -3.828 -2.322 1.189 -0.4 1.3 0.0
C -3.953 -0.929 0.508 -0.4 -0.7 -0.4
O -3.881 0.144 1.141 0.1 -1.0 -0.4
N -4.315 -0.913 -0.778 0.0 -1.8 -0.9
C -4.481 -2.056 -1.754 0.6 1.1 0.9
H -3.450 -2.030 2.161 -0.5 -0.3 0.5
H -3.113 -3.078 0.845 -0.3 0.5 -0.7
H -4.872 -2.715 1.200 0.8 0.0 0.3
H -4.384 -0.027 -1.236 0.1 0.8 0.1
H -5.536 -2.329 -1.837 0.2 -0.1 0.0
H -3.825 -2.916 -1.552 -0.4 0.4 0.3
H -4.130 -1.628 -2.691 -0.4 -0.4 -0.1
C -1.316 -2.599 -6.870 0.2 -0.9 -1.2
C -1.313 -1.341 -6.066 0.4 1.0 0.7
O -0.891 -0.242 -6.451 -0.3 -0.4 -0.9
N -1.714 -1.491 -4.814 -1.2 0.1 1.0
C -1.969 -0.421 -3.853 0.8 0.3 -0.5
H -0.346 -2.609 -7.354 0.1 0.0 -0.6
H -2.117 -2.666 -7.652 0.7 0.4 0.7
H -1.333 -3.549 -6.312 -0.3 0.6 0.3
H -1.901 -2.416 -4.493 -0.3 -0.9 0.4
H -1.135 -0.394 -3.153 -0.2 0.1 0.2
H -2.934 -0.467 -3.348 0.3 -0.4 -0.2
H -1.977 0.521 -4.389 0.1 0.1 -0.2
C 7.177 -1.504 1.496 -0.2 -2.0 1.7
C 6.944 -1.843 0.058 0.0 -1.2 0.8
O 5.959 -2.476 -0.311 0.4 0.6 -0.2
N 7.943 -1.421 -0.731 -0.2 0.7 -0.6
C 7.693 -1.350 -2.164 2.0 0.9 -0.5
H 6.610 -0.605 1.636 0.1 0.8 0.6
H 8.245 -1.492 1.827 -0.8 0.6 -0.5
H 6.699 -2.288 2.172 0.4 1.0 -1.0
H 8.621 -0.815 -0.262 -0.4 -0.3 -0.8
H 6.950 -0.654 -2.495 -0.8 0.4 0.5
H 7.464 -2.315 -2.549 -0.1 -0.8 -0.2
H 8.594 -0.946 -2.677 -0.3 -0.6 0.4
C 1.666 -4.108 6.392 -0.5 -0.6 1.4
C 2.204 -5.172 5.464 -1.1 0.2 0.3
O 1.350 -5.846 4.893 0.1 -0.6 -1.0
N 3.517 -5.371 5.396 0.9 1.4 0.7
C 4.241 -6.161 4.431 0.4 -0.3 1.5
H 2.370 -3.403 6.823 0.2 0.2 -0.4
H 1.251 -4.674 7.286 0.3 0.6 -1.0
H 0.811 -3.614 5.902 0.5 -0.1 0.2
H 4.062 -4.659 5.853 0.1 0.3 0.0
H 3.596 -6.996 4.339 -0.1 -1.4 -0.5
H 5.251 -6.443 4.903 -1.5 0.4 -1.1
H 4.270 -5.660 3.477 0.6 0.2 -0.3
C 5.235 3.981 -3.582 -0.7 -0.7 -1.2
C 5.770 2.624 -3.966 1.9 -1.1 1.9
O 6.354 2.018 -3.039 -0.7 -0.1 -0.6
N 5.783 2.090 -5.195 -0.6 0.8 -0.2
C 5.489 2.902 -6.347 -1.5 -1.2 -1.6
H 6.036 4.688 -3.726 0.2 0.4 0.0
H 5.022 3.868 -2.534 -0.2 0.3 0.3
H 4.351 4.270 -4.163 0.1 0.1 0.2
H 6.179 1.154 -5.289 -0.2 0.5 -0.1
H 5.478 3.930 -6.145 0.0 1.4 0.9
H 4.502 2.707 -6.878 1.0 -0.2 0.9
H 6.241 2.809 -7.100 0.6 -0.4 -0.5
C 2.433 5.014 -1.926 0.6 -1.0 2.2
C 1.457 4.957 -0.734 -1.2 -0.1 -1.3
O 0.276 4.648 -0.993 1.0 0.4 0.8
N 1.909 5.206 0.525 -0.8 0.2 -1.4
C 1.128 4.849 1.649 -2.1 -0.6 1.4
H 2.823 3.943 -1.943 -0.3 1.5 -0.4
H 3.249 5.727 -1.736 -0.1 -0.4 -0.1
H 1.891 5.271 -2.809 -0.3 -0.2 -0.6
H 2.889 5.197 0.660 1.1 0.0 0.0
H 0.014 4.829 1.433 1.5 0.0 -0.2
H 1.219 5.503 2.526 0.3 0.2 -0.4
H 1.402 3.848 2.007 -0.1 -0.1 0.0
C -4.991 -5.675 5.938 -0.7 0.7 -1.9
C -3.831 -6.137 5.119 0.5 0.1 -0.2
O -3.374 -5.546 4.157 -0.1 0.5 -0.1
N -3.270 -7.270 5.569 0.3 -0.9 0.8
C -1.925 -7.656 5.190 -1.6 -0.7 -1.1
H -4.605 -5.102 6.764 -0.1 0.7 0.1
H -5.449 -6.532 6.376 -0.8 -0.6 0.2
H -5.665 -5.127 5.198 0.7 -0.5 1.6
H -3.692 -7.718 6.375 0.3 0.2 -0.3
H -1.762 -7.367 4.172 -0.2 -0.1 -0.8
H -1.823 -8.722 5.283 0.2 -0.4 0.1
H -1.191 -7.133 5.694 1.6 1.0 1.6
C -2.924 3.127 -3.756 -0.3 -0.9 -1.2
C -3.044 2.480 -2.414 1.5 1.1 0.5
O -3.740 1.506 -2.194 -0.7 -0.6 -0.1
N -2.275 3.058 -1.455 -0.2 -0.5 0.0
C -2.220 2.460 -0.143 -0.2 -0.3 0.8
H -2.080 2.663 -4.353 -0.8 0.7 0.7
H -2.821 4.201 -3.690 0.3 0.2 -0.1
H -3.867 2.886 -4.275 0.4 0.2 -0.1
H -1.611 3.784 -1.685 0.0 -0.1 0.0
H -1.940 3.168 0.642 0.0 0.2 -0.4
H -1.509 1.621 -0.065 -0.3 0.4 -0.3
H -3.211 2.065 0.118 0.4 0.1 -0.1
C -1.767 0.706 3.402 0.4 1.9 0.2
C -2.932 0.555 4.377 1.2 -1.2 -0.6
O -2.733 0.615 5.588 0.1 0.4 0.2
N -4.119 0.272 3.846 -0.1 0.5 0.4
C -5.265 0.326 4.705 -0.8 -0.3 -0.3
H -1.684 1.830 3.288 0.4 -0.9 0.6
H -1.907 0.478 2.353 -0.5 -0.9 0.1
H -0.840 0.280 3.837 -0.6 0.4 -0.3
H -4.238 0.253 2.825 0.3 0.0 0.3
H -6.011 0.913 4.216 -0.7 0.8 -0.2
H -5.109 0.679 5.710 0.6 0.4 0.0
H -5.721 -0.629 4.823 -0.3 -1.1 0.1
C -0.369 -4.003 -2.222 0.8 0.7 -1.2
C -1.784 -4.470 -2.518 2.3 1.9 -1.0
O -2.348 -4.028 -3.519 -0.7 -0.3 -0.4
N -2.236 -5.388 -1.720 -0.6 -1.4 1.5
C -3.494 -6.072 -1.992 -0.7 2.6 1.5
H 0.316 -4.862 -2.295 -0.2 0.2 0.1
H -0.207 -3.542 -1.257 -0.2 -0.1 0.2
H -0.058 -3.266 -3.014 -0.4 -0.7 0.8
H -1.793 -5.398 -0.772 -0.6 -0.1 -1.0
H -3.328 -7.090 -1.866 -0.2 -1.9 0.6
H -3.814 -5.924 -3.009 0.1 0.4 -0.3
H -4.254 -5.601 -1.284 0.5 -1.2 -1.0
C 5.980 2.237 0.387 2.6 -0.5 2.9
C 5.555 3.414 1.186 -1.6 0.7 -0.4
O 4.672 4.176 0.742 1.0 -0.6 0.6
N 6.102 3.600 2.407 -0.9 1.1 0.1
C 5.552 4.700 3.221 -0.2 -0.5 -0.7
H 5.625 2.307 -0.559 -0.6 0.3 -3.1
H 5.594 1.318 0.801 -0.3 -0.3 0.4
H 7.102 2.158 0.456 -1.0 0.0 -0.5
H 6.639 2.883 2.835 0.3 -0.4 0.1
H 5.960 4.707 4.206 0.1 -0.6 0.8
H 4.433 4.622 3.239 1.1 0.4 0.0
H 5.950 5.625 2.820 -0.7 0.3 -0.4
C -8.092 4.044 2.502 2.1 0.2 0.1
C -6.973 3.767 1.491 -2.4 -0.2 -0.6
O -5.794 3.978 1.621 1.0 0.4 0.5
N -7.500 3.173 0.374 -0.9 -0.4 0.7
C -6.573 2.580 -0.561 -1.9 0.7 -0.8
H -8.218 3.069 2.939 -0.8 -0.2 0.5
H -8.935 4.495 2.056 -1.2 -0.1 -0.7
H -7.784 4.766 3.237 0.5 0.0 0.5
H -8.483 2.822 0.409 1.5 0.6 0.0
H -5.836 3.324 -0.700 1.3 0.2 -0.2
H -7.098 2.447 -1.497 -0.1 0.0 -0.4
H -6.267 1.620 -0.262 1.1 -1.0 0.6
C 0.860 1.894 -4.104 0.3 -0.2 1.8
C 0.832 2.809 -5.240 0.0 1.5 -0.9
O 1.217 3.963 -5.106 0.4 0.9 0.4
N 0.481 2.356 -6.446 -0.9 -1.2 -0.5
C 0.533 3.193 -7.630 0.2 -0.1 0.5
H 1.921 1.916 -3.826 -0.1 -0.1 0.3
H 0.633 0.875 -4.352 -0.5 -0.5 0.1
H 0.295 2.279 -3.204 0.5 -0.5 -1.1
H -0.037 1.478 -6.487 0.3 0.1 -0.1
H 1.140 4.045 -7.309 -0.6 0.3 -0.4
H -0.489 3.404 -7.970 0.4 0.5 0.0
H 1.079 2.714 -8.441 -0.1 -0.3 0.0
C -4.105 3.652 5.732 -1.0 0.8 1.1
C -3.102 4.316 4.822 -3.7 -0.9 0.4
O -1.991 4.520 5.177 3.5 0.6 0.5
N -3.637 4.729 3.668 0.9 0.1 -1.0
C -2.844 5.532 2.767 -0.2 1.3 0.6
H -4.065 4.151 6.734 0.2 -0.3 -0.8
H -3.857 2.617 5.921 0.0 -0.3 -0.2
H -5.150 3.805 5.383 0.7 -0.5 0.1
H -4.543 4.443 3.314 0.2 -0.1 0.3
H -2.582 6.501 3.280 0.0 -0.9 -0.6
H -3.535 5.730 1.981 -0.3 0.5 -0.9
H -1.947 5.107 2.312 -0.1 -0.4 0.5
C -0.537 -0.624 -0.276 -0.4 3.5 -0.4
C 0.728 -0.175 -0.965 0.5 -0.9 -2.4
O 0.994 -0.626 -2.132 0.2 1.0 2.8
N 1.455 0.802 -0.346 -1.5 -1.1 0.6
C 2.778 1.139 -0.733 0.9 0.6 0.0
H -0.580 -0.085 0.720 -0.4 -1.1 -1.0
H -0.659 -1.668 -0.225 0.0 -1.2 0.2
H -1.327 -0.170 -0.982 0.7 -0.9 1.3
H 1.114 1.061 0.588 0.5 -0.3 -0.8
H 3.540 0.385 -0.531 -0.2 -0.5 -0.2
H 3.127 1.999 -0.193 -0.1 0.6 0.6
H 2.816 1.464 -1.755 0.0 -0.3 -0.7
C -0.067 -0.015 7.602 -0.4 0.3 -2.3
C 0.741 0.649 6.485 -1.3 1.1 0.7
O 1.845 0.183 6.267 0.8 0.4 -1.1
N 0.177 1.771 5.877 1.7 -1.8 0.8
C 0.907 2.578 4.924 -0.4 0.0 -1.0
H -0.678 -0.783 7.104 -0.1 0.2 0.3
H -0.708 0.742 8.007 -0.4 0.0 0.9
H 0.648 -0.503 8.226 0.2 0.0 0.8
H -0.747 2.041 6.163 -0.2 0.0 -0.1
H 0.179 2.973 4.199 0.2 -0.1 0.2
H 1.630 1.956 4.329 -0.4 0.6 0.9
H 1.348 3.475 5.382 0.3 -0.5 0.0
C 2.657 0.114 -6.891 -0.9 -1.3 -0.7
C 3.945 -0.336 -6.158 -1.4 0.4 -1.6
O 5.014 -0.405 -6.749 0.1 0.1 0.4
N 3.764 -0.665 -4.883 0.7 -0.9 0.8
C 4.850 -1.208 -4.083 -0.3 -0.2 0.2
H 2.769 1.112 -7.309 0.1 0.0 0.2
H 1.680 0.050 -6.328 1.3 0.2 -0.2
H 2.466 -0.563 -7.791 0.6 0.7 1.1
H 2.864 -0.605 -4.457 -0.5 0.1 0.1
H 4.475 -1.792 -3.239 -0.1 0.3 -0.1
H 5.448 -0.405 -3.718 0.4 0.6 0.5
H 5.521 -1.859 -4.626 -0.1 -0.2 -0.6
```
Forces are in eV/Å.

The value obtained for the energy relative to the best compared isomer or geometry (same formula, charge and spin) is 0.00 kJ/mol. Its orbital gap is 0.3406 Ha. As for the spin multiplicity: 1. The calculation puts the largest force on an atom at 4.83 eV/A.


Record 4
# C5H9FS

A single C5H9FS molecule in a non-equilibrium geometry (the ωB97M-V functional and the def2-TZVPD basis, the Open Molecules 2025 dataset).

Structure (XYZ):
```
16
Properties=species:S:1:pos:R:3:forces:R:3
C -1.879 -1.034 0.345 -5.0 0.2 1.0
S -0.624 -1.186 -0.791 1.0 -2.0 -2.2
C 0.421 0.082 -0.381 1.3 3.8 -0.9
C -0.200 1.526 -0.759 -1.0 -3.2 2.6
C 1.203 -0.093 0.879 -1.0 5.8 2.2
C 1.959 -0.202 -0.307 -0.7 -2.4 -1.1
F 2.268 -1.609 -0.511 0.3 2.2 -0.3
H -2.778 -0.345 -0.091 2.0 -1.4 1.1
H -2.346 -2.159 0.208 0.9 2.8 1.4
H -1.665 -0.564 1.418 -0.2 -1.7 -2.1
H -0.574 1.450 -1.762 -0.4 0.4 -0.2
H -0.995 1.695 0.076 0.8 -0.4 -1.8
H 0.452 2.305 -0.582 1.7 1.7 -0.1
H 1.093 0.658 1.732 0.9 -0.8 -1.5
H 0.932 -0.985 1.116 -1.1 -5.5 2.7
H 2.732 0.461 -0.591 0.5 0.4 -0.7
```
Forces are in eV/Å.

The value obtained for the energy relative to the best compared isomer or geometry (same formula, charge and spin) is 361.27 kJ/mol. Its orbital gap is 0.3374 Ha. As for the spin multiplicity: 1. The calculation puts the largest force on an atom at 6.30 eV/A. Its structure (SMILES) is CS[C@@]1(C)C[C@H]1F.


Q: Which formula does entry 2 have?
A: C5H4FN


Q: Which of these has the lowest orbital gap?
A: C5H11N